(1)
A cluster of 9 separate species, C42H44Cl2N8 in total at a distorted geometry, computed with ωB97M-V/def2-TZVPD.

The geometry in XYZ format:
```
96
Properties=species:S:1:pos:R:3:forces:R:3
C -1.500173 0.006018 0.250290 0.963 0.724 0.573
C -1.515714 -1.013193 1.175172 -0.981 -2.005 -0.099
C -1.927775 -2.296295 0.713274 -0.069 1.585 -2.010
N -2.191634 -2.508826 -0.634207 1.008 0.048 1.493
C -1.957394 -1.542287 -1.511567 -0.148 1.391 1.278
C -1.655817 -0.206884 -1.073676 -0.804 -1.568 -1.540
H -1.214686 1.009912 0.527967 -0.167 0.109 0.421
H -1.306946 -0.760116 2.204134 -0.008 -0.430 0.151
H -2.100672 -3.194774 1.287069 0.141 0.268 0.492
H -2.066935 -1.825633 -2.547966 -0.071 0.211 -0.173
H -1.631264 0.676715 -1.694204 0.140 -0.336 -0.584
C 6.293232 6.430187 2.710129 -0.855 -1.112 -2.054
C 6.237210 5.143843 2.041977 0.285 1.323 2.100
C 5.003379 4.548990 1.843801 -1.587 1.600 1.687
N 3.815135 5.168779 2.220272 1.526 1.467 -0.105
C 3.881766 6.465695 2.700225 0.988 -2.366 -1.269
C 5.114715 7.116389 2.903783 -0.515 -0.495 0.381
H 7.178547 7.018025 2.902690 0.485 -0.622 0.026
H 7.152022 4.570870 2.006891 0.045 -0.066 -0.604
H 4.885166 3.510039 1.573565 0.117 0.027 -0.390
H 2.920242 6.927260 2.870066 0.022 0.098 0.189
H 5.216896 8.114888 3.302506 -0.514 0.138 0.043
C -4.492185 -3.323215 -11.462153 0.181 1.195 0.054
C -3.496250 -2.533854 -12.046656 -0.077 0.895 0.444
C -3.040306 -1.391991 -11.375457 -0.982 -0.289 1.933
N -3.502295 -1.046327 -10.137466 -0.114 -0.606 -1.045
C -4.465817 -1.816256 -9.602658 0.057 0.731 -0.591
C -5.025427 -2.918227 -10.215187 1.045 -1.164 -1.120
H -4.861134 -4.118702 -12.092610 -0.264 -0.368 0.488
H -3.118954 -2.702139 -13.044502 -0.027 -0.335 -0.033
H -2.310573 -0.689963 -11.751014 0.141 -0.221 -0.363
H -4.931575 -1.458285 -8.696384 0.324 0.031 0.374
H -5.739037 -3.530842 -9.684277 -0.283 0.135 -0.136
C 1.740315 -8.533305 -0.081907 -0.921 0.373 -0.717
C 1.830040 -9.844360 -0.529504 -0.341 0.925 -0.337
C 2.862395 -10.598501 -0.079916 2.220 1.175 1.181
N 3.743050 -10.113084 0.872618 -1.003 0.351 0.156
C 3.537369 -8.862851 1.369090 -0.570 -0.566 -0.869
C 2.590087 -7.988576 0.851053 -0.545 -0.845 -0.793
H 0.980658 -7.934330 -0.562088 -0.103 0.306 0.108
H 1.199996 -10.154000 -1.350218 -0.147 -0.265 0.134
H 3.120344 -11.496178 -0.622178 0.163 -0.423 0.569
H 4.051394 -8.398596 2.197739 1.084 -0.959 0.149
H 2.507538 -6.936224 1.079429 0.159 -0.067 0.418
C 2.267255 4.175588 -5.740612 -2.419 -0.228 -0.503
C 2.400783 5.420751 -5.113742 0.927 -1.336 -0.174
C 1.932855 6.522766 -5.747686 -2.139 0.472 -2.761
N 1.254038 6.488298 -6.968124 0.618 -1.750 0.092
C 1.034489 5.253276 -7.558164 2.231 0.665 2.591
C 1.475104 4.070837 -6.912380 0.615 1.323 0.697
H 2.464317 3.247153 -5.225267 0.601 0.040 0.083
H 2.925167 5.518180 -4.174622 0.036 -0.042 0.072
H 2.021981 7.508533 -5.315564 0.005 0.095 -0.027
H 0.748187 5.094990 -8.587430 -0.820 0.931 -0.031
H 1.173822 3.120818 -7.328426 0.341 -0.173 -0.035
C -5.262609 4.755577 -5.649962 1.129 -0.458 1.498
C -5.178545 5.421767 -4.403162 -1.130 -0.014 -0.424
C -6.027413 6.511627 -4.200576 -0.517 0.493 -2.640
N -6.845562 7.023774 -5.229044 1.417 -1.729 1.059
C -6.851109 6.325154 -6.379413 -0.372 1.159 1.303
C -6.081215 5.196985 -6.612753 -1.364 0.475 -1.026
H -4.737496 3.849682 -5.914567 0.450 -0.094 0.626
H -4.609874 5.006823 -3.584111 0.217 0.129 -0.037
H -6.057433 7.089276 -3.288534 0.017 -0.139 0.130
H -7.555691 6.699783 -7.107139 0.028 0.006 -0.270
H -6.227844 4.612320 -7.508891 0.129 0.170 -0.222
C -2.565087 -6.607420 6.376335 -1.402 -1.128 -0.344
C -1.623352 -5.773537 6.955452 -0.030 -0.278 -0.022
C -2.054001 -4.929317 7.940608 -2.234 0.391 0.194
N -3.391611 -4.770172 8.256037 1.023 -1.298 0.170
C -4.295266 -5.637791 7.743521 2.173 0.809 -1.259
C -3.912749 -6.580839 6.728299 -0.030 1.473 2.059
H -2.346593 -7.432154 5.714168 0.688 0.276 -0.400
H -0.577302 -5.790385 6.687327 0.041 -0.242 -0.017
H -1.331453 -4.372897 8.519157 -0.184 0.437 0.004
H -5.298082 -5.453223 8.099476 -0.225 -0.342 -0.179
H -4.655654 -7.269465 6.353746 0.183 -0.095 -0.211
C 5.293406 0.038938 6.433559 -1.620 0.216 0.233
C 6.583777 0.223068 6.805659 0.638 0.853 -0.202
C 7.427125 -0.855421 6.871613 -0.574 -1.904 -1.021
N 7.014952 -2.158340 6.576218 -1.181 2.163 -1.135
C 5.728529 -2.301758 6.063273 1.336 1.961 3.294
C 4.814818 -1.182475 6.102242 0.692 -2.569 -0.335
H 4.553485 0.819350 6.532947 0.174 0.398 -0.143
H 6.821078 1.261883 6.981591 0.845 -0.131 0.383
H 8.472044 -0.683011 7.083294 0.097 -0.449 0.351
H 5.444364 -3.342867 6.105005 -0.398 -0.018 -0.854
H 3.739957 -1.265595 6.037722 -0.012 -0.513 -0.571
Cl -0.419846 2.105788 9.970407 -0.277 0.021 -0.467
C -1.151349 2.736033 8.452236 -0.244 0.630 0.070
C -1.299178 4.266302 8.498152 -0.180 0.341 -0.755
Cl -2.066998 4.891276 9.990497 0.490 -0.148 -0.064
H -2.130875 2.299038 8.258170 0.110 -0.244 0.502
H -0.490985 2.413002 7.647469 -0.001 0.297 0.019
H -1.970683 4.683441 7.747707 -0.255 -0.822 -0.312
H -0.384614 4.784798 8.210336 0.360 -0.076 1.004
```
Forces are in eV/Å.

The calculation puts the total energy at -2985.05331 Eh. The value obtained for the relative energy (zero: lowest compared OMol25 entry of this formula, charge and spin) is 4.216 eV. The HOMO-LUMO gap comes out at 9.8 eV. Its SMILES is c1ccncc1.c1ccncc1.c1ccncc1.c1ccncc1.c1ccncc1.c1ccncc1.c1ccncc1.c1ccncc1.ClCCCl. The strongest force on any atom comes out at 4.06 eV/A. For the LUMO energy, the calculation gives 0.14 eV.

Atomic partial charges in e from the Löwdin method, atoms 1 to 5: atom 1 (C): -0.1342, atom 2 (C): -0.0673, atom 3 (C): -0.0996, atom 4 (N): 0.0289, atom 5 (C): -0.1408

---

(2)
A structure of composition C42H44MgP2 at a distorted geometry, computed with ωB97M-V/def2-TZVPD.

The geometry in XYZ format:
```
89
Properties=species:S:1:pos:R:3:forces:R:3
Mg -0.557499 1.307686 0.878021 0.054 -0.344 2.220
C -1.631473 0.897843 -3.638143 -0.503 -0.115 -0.113
C -1.628879 -0.419413 -3.411179 -0.539 0.426 -0.308
C -0.986247 -1.405153 -4.335993 0.036 -0.387 -0.338
C 0.473876 -1.107102 -4.797042 0.156 -0.380 -0.232
C 1.305856 -0.160660 -3.967715 0.480 0.133 -0.277
C 1.235003 1.173053 -3.981908 0.625 -0.477 -0.486
C 0.352839 1.954011 -4.902295 -0.352 0.477 -0.132
C -1.136955 1.534249 -4.908672 0.055 0.110 -0.148
C 1.339456 -0.034257 1.968468 0.882 -0.696 0.500
H -2.102577 1.597383 -2.947168 -0.046 -0.460 -0.142
H -2.223524 -0.853514 -2.602295 0.419 0.414 -0.122
H -1.597364 -1.509314 -5.252949 0.129 -0.020 0.346
H -0.982986 -2.398676 -3.867038 -0.134 0.212 -0.043
H 1.006661 -2.077632 -4.783589 -0.245 0.442 -0.248
H 0.439598 -0.782067 -5.851478 0.127 0.044 0.363
H 2.129792 -0.664106 -3.450997 -0.393 0.454 0.185
H 1.948591 1.774865 -3.417012 -0.270 -0.379 -0.099
H 0.719167 1.887701 -5.946872 0.028 0.063 0.476
H 0.413366 3.014121 -4.617172 0.026 -0.225 -0.117
H -1.729871 2.450626 -5.064101 0.096 -0.406 -0.157
H -1.317656 0.867552 -5.767376 -0.039 0.159 0.301
H 0.946203 0.956795 2.263311 0.324 -0.694 0.106
H 2.076849 -0.315019 2.723194 -0.058 -0.067 0.413
H 0.560129 -0.813084 1.936581 0.192 0.527 0.250
P -1.473706 -0.911467 0.103331 1.641 2.220 0.478
P 2.231228 -0.087570 0.402567 -1.840 1.041 -0.732
C -0.086768 -1.281209 -0.944471 -0.829 -0.944 -0.383
C 1.232327 -0.913100 -0.837925 1.223 -0.658 0.416
C -2.382703 -2.393103 0.452809 -0.662 -0.713 -0.217
C -2.695605 -3.256870 -0.610646 -0.351 -0.135 0.607
C -3.453502 -4.399191 -0.354153 0.033 0.009 0.129
C -3.869280 -4.683176 0.954785 0.191 0.163 -0.099
C -3.521001 -3.841528 2.020450 -0.088 -0.229 -0.212
C -2.777071 -2.691745 1.779177 0.063 0.130 -0.830
C -2.559536 0.456150 -0.479412 -0.474 -0.674 -0.070
C -2.031271 1.798807 -0.625033 -0.253 -0.251 -0.569
C -2.915523 2.891299 -0.503068 -0.353 -0.135 -0.274
C -4.287967 2.671361 -0.437411 0.375 0.465 0.183
C -4.806841 1.371554 -0.456907 -0.089 -0.506 -0.146
C -3.958913 0.266673 -0.473394 0.290 0.565 0.087
C 3.669859 -1.173204 0.579605 0.588 -0.333 -0.145
C 3.434772 -2.480525 1.044193 0.327 0.149 0.024
C 4.508558 -3.319650 1.342596 0.107 0.333 -0.051
C 5.817546 -2.862143 1.142735 -0.106 0.225 -0.066
C 6.052219 -1.599792 0.577827 -0.167 -0.171 0.171
C 4.979645 -0.743045 0.301439 -0.097 -0.244 0.232
C 2.753441 1.615832 0.084328 -0.224 -0.785 -0.043
C 2.804431 2.651598 1.050676 0.247 0.588 0.109
C 3.069246 3.961535 0.635562 -0.179 -0.632 0.254
C 3.281925 4.237169 -0.720538 -0.081 0.384 -0.290
C 3.319703 3.204460 -1.665192 0.018 -0.484 0.347
C 3.095687 1.891516 -1.250506 0.405 0.604 -0.466
H -0.324765 -2.002287 -1.738376 0.435 0.419 -0.041
H 1.879569 -1.410236 -1.575079 -0.146 0.334 0.300
H -2.366580 -3.014569 -1.624823 -0.149 -0.129 0.302
H -3.723298 -5.061640 -1.179217 0.046 0.139 0.308
H -4.463918 -5.576278 1.144983 0.143 0.214 -0.035
H -3.838073 -4.089528 3.036587 0.101 0.101 -0.350
H -2.511708 -2.005944 2.584983 -0.101 -0.198 -0.254
H -1.004751 1.972086 -1.035889 -1.035 -0.141 0.111
H -2.508743 3.905566 -0.489881 -0.202 -0.292 -0.194
H -4.969923 3.521147 -0.383288 0.226 -0.225 0.030
H -5.887845 1.217071 -0.438424 0.329 0.074 0.017
H -4.359838 -0.752298 -0.443059 0.121 0.421 0.068
H 2.411331 -2.832353 1.188791 0.235 0.128 -0.005
H 4.327668 -4.314250 1.752123 0.065 0.282 -0.122
H 6.660088 -3.484330 1.455128 -0.265 0.157 -0.272
H 7.077314 -1.273392 0.380631 -0.385 -0.107 0.089
H 5.166450 0.256093 -0.109075 -0.152 -0.385 0.241
H 2.643790 2.444591 2.114980 0.043 0.061 -0.432
H 3.104633 4.773838 1.372414 -0.040 -0.404 -0.322
H 3.424147 5.268752 -1.048040 0.028 -0.305 0.132
H 3.521830 3.416849 -2.719094 -0.010 -0.035 0.384
H 3.155817 1.066262 -1.964782 -0.091 0.270 0.181
C -1.550197 1.227506 3.006635 0.290 0.393 -1.127
C -1.209415 0.921035 4.390118 0.334 0.205 0.087
C -1.263158 -0.404315 4.896183 0.080 0.634 0.091
C -1.067587 -0.663176 6.248090 0.096 0.308 0.149
C -0.756053 0.375972 7.134003 -0.175 0.123 -0.004
C -0.640441 1.685789 6.641246 0.051 -0.239 -0.094
C -0.839256 1.956873 5.289700 -0.076 -0.600 0.155
H -1.755282 2.295658 2.831618 -0.608 -0.274 0.430
H -2.337009 0.555758 2.625128 0.083 0.488 0.020
H -1.483402 -1.219633 4.211082 -0.046 0.101 0.121
H -1.183909 -1.678377 6.627591 0.109 0.183 -0.093
H -0.647053 0.181191 8.205681 0.015 0.044 -0.437
H -0.412497 2.505942 7.327800 -0.022 -0.273 -0.206
H -0.751212 2.978129 4.911546 -0.101 -0.261 0.126
```
Forces are in eV/Å.

The calculation puts the total energy at -2509.32469 Eh. The HOMO-LUMO gap (alpha / beta) comes out at 4.3 / 4.0 eV. The strongest force on any atom comes out at 2.80 eV/A. For the LUMO energy (alpha / beta), the calculation gives 0.02 / -0.33 eV.

Atomic partial charges in e from the Löwdin method, atoms 1 to 5: atom 1 (Mg): 0.6488, atom 2 (C): -0.0971, atom 3 (C): -0.1345, atom 4 (C): -0.1898, atom 5 (C): -0.1707

---

What is the formula in the second record?
C42H44MgP2

---

Which value of strongest force on any atom does entry 1 give?
4.06 eV/A

---

Which formula does entry 1 have?
C42H44Cl2N8